(a)
Entry from the OMol25 dataset: a 2-piece molecular cluster, CH5N3 overall (ωB97M-V/def2-TZVPD).

Each atom is followed by the atoms it is bonded to, with distances in Å.
CARTESIAN COORDINATES (ANGSTROEM)
1 C -0.173 0.996 0.661  N4 1.268, H5 1.158
2 N -0.180 -1.452 -0.702  N3 1.381, H7 1.010, H8 0.992
3 N 0.593 -0.879 0.289  N2 1.381, H6 1.001
4 N -0.161 2.079 1.319  C1 1.268, H9 1.005
5 H -0.965 1.202 -0.160  C1 1.158
6 H 1.409 -0.473 -0.125  N3 1.001
7 H -0.680 -2.297 -0.468  N2 1.010
8 H -0.164 -1.003 -1.587  N2 0.992
9 H 0.439 2.053 2.125  N4 1.005

## Properties
Orbital gap ... 9.07 eV
E_LUMO ... 0.91 eV


(b)
Entry from the OMol25 dataset: a single CH5N3 molecule (ωB97M-V/def2-TZVPD).

Each atom is followed by the atoms it is bonded to, with distances in Å.
CARTESIAN COORDINATES (ANGSTROEM)
1 N -1.026 -0.386 -0.861  C2 1.369, H5 0.999, H6 1.002
2 C -0.199 0.005 0.159  N1 1.369, N3 1.422, N4 1.289
3 N 1.145 0.341 -0.160  C2 1.422, H7 1.007, H8 0.999
4 N -0.660 -0.079 1.359  C2 1.289, H9 1.015
5 H -1.861 -0.920 -0.734  N1 0.999
6 H -0.739 -0.207 -1.804  N1 1.002
7 H 1.903 -0.263 0.113  N3 1.007
8 H 1.309 1.315 -0.009  N3 0.999
9 H 0.129 0.194 1.937  N4 1.015

## Properties
SMILES ... N=C(N)N
Orbital gap ... 9.94 eV
E_LUMO ... 0.92 eV


We find (b) to be the most stable, with the next structure 4.238 eV higher.


(a)
Entry from the OMol25 dataset: a 2-piece molecular cluster, C5H14N2O overall (ωB97M-V/def2-TZVPD).

Each atom is followed by the atoms it is bonded to, with distances in Å.
CARTESIAN COORDINATES (ANGSTROEM)
1 C 0.448 -0.660 0.616  C2 1.593, N5 1.513, H8 1.116, H9 1.087
2 C -0.991 -0.072 0.268  C1 1.593, C3 1.480, H10 1.134, H11 1.052
3 C -1.098 0.561 -1.066  C2 1.480, C4 1.335, H12 1.058
4 C -2.249 0.954 -1.615  C3 1.335, H13 1.125, H14 1.035
5 N 1.130 0.061 1.758  C1 1.513, C6 1.494, H15 0.995
6 C 2.073 1.103 1.251  N5 1.494, N7 1.532, H16 1.110, H17 1.115
7 N 1.240 2.385 1.161  C6 1.532, H18 1.144, H19 1.008
8 H 0.846 -0.767 -0.420  C1 1.116
9 H 0.440 -1.671 1.016  C1 1.087
10 H -1.693 -0.952 0.401  C2 1.134
11 H -1.329 0.577 1.025  C2 1.052
12 H -0.195 0.786 -1.569  C3 1.058
13 H -2.152 1.482 -2.604  C4 1.125
14 H -3.209 0.706 -1.319  C4 1.035
15 H 0.425 0.363 2.391  N5 0.995
16 H 2.499 0.894 0.248  C6 1.110
17 H 2.907 1.004 1.985  C6 1.115
18 H 1.841 3.268 0.750  N7 1.144
19 H 0.639 2.156 0.385  N7 1.008
20 H -0.519 -3.745 -2.239  O22 0.872
21 H -0.702 -4.642 -1.040  O22 0.982
22 O -0.351 -3.791 -1.384  H20 0.872, H21 0.982

## Properties
SMILES ... C=CCCNCN.O
Orbital gap ... 9.34 eV
E_LUMO ... 0.80 eV


(b)
Entry from the OMol25 dataset: a 2-piece molecular cluster, C5H14N2O overall (ωB97M-V/def2-TZVPD).

Each atom is followed by the atoms it is bonded to, with distances in Å.
CARTESIAN COORDINATES (ANGSTROEM)
1 N 1.005 -0.868 -0.277  C2 1.481, C5 1.446, H8 1.008
2 C 0.289 -1.932 0.464  N1 1.481, C3 1.548, H9 1.097, H10 1.091
3 C -0.912 -2.212 -0.471  C2 1.548, C4 1.546, H11 1.099, H12 1.095
4 C -0.697 -1.372 -1.751  C3 1.546, C5 1.543, H13 1.089, H14 1.093
5 C 0.079 -0.181 -1.150  N1 1.446, C4 1.543, C6 1.591, H15 1.093
6 C -0.931 0.814 -0.429  C5 1.591, N7 1.460, H16 1.102, H17 1.099
7 N -0.443 1.343 0.842  C6 1.460, H18 1.004, H19 1.001
8 H 1.628 -0.328 0.302  N1 1.008
9 H 0.971 -2.791 0.480  C2 1.097
10 H 0.118 -1.594 1.486  C2 1.091
11 H -1.872 -1.910 -0.029  C3 1.099
12 H -1.224 -3.256 -0.577  C3 1.095
13 H -0.059 -1.962 -2.408  C4 1.089
14 H -1.630 -1.003 -2.185  C4 1.093
15 H 0.654 0.398 -1.877  C5 1.093
16 H -1.219 1.484 -1.255  C6 1.102
17 H -1.917 0.368 -0.239  C6 1.099
18 H 0.214 2.081 0.666  N7 1.004
19 H -0.044 0.614 1.398  N7 1.001
20 H 0.446 3.426 2.193  O22 0.961
21 H 1.641 3.606 1.198  O22 0.949
22 O 1.400 3.371 2.086  H20 0.961, H21 0.949

## Properties
SMILES ... NC[C@@H]1CCCN1.O
Orbital gap ... 9.21 eV
E_LUMO ... 0.77 eV


We find (b) to be the most stable, with the next structure 2.046 eV higher.


(a)
Entry from the OMol25 dataset: a single C5H14N2O molecule (ωB97M-V/def2-TZVPD).

Each atom is followed by the atoms it is bonded to, with distances in Å.
CARTESIAN COORDINATES (ANGSTROEM)
1 C -1.728 -1.698 0.538  O2 1.446, C3 1.537, H9 1.085, H10 1.087
2 O -3.015 -1.313 1.073  C1 1.446, H20 0.974
3 C -0.644 -0.662 0.875  C1 1.537, C4 1.542, N8 1.463, H11 1.087
4 C 0.238 -0.357 -0.353  C3 1.542, C5 1.539, H12 1.087, H13 1.094
5 C 1.219 0.804 -0.106  C4 1.539, C6 1.509, H14 1.087, H15 1.092
6 C 1.071 1.908 -1.125  C5 1.509, N7 1.451, H16 1.092, H17 1.100
7 N 1.521 1.449 -2.426  C6 1.451, H18 1.012, H19 1.010
8 N 0.048 -1.009 2.117  C3 1.463, H21 1.012, H22 1.010
9 H -1.467 -2.656 0.975  C1 1.085
10 H -1.921 -1.729 -0.532  C1 1.087
11 H -1.221 0.238 1.075  C3 1.087
12 H -0.473 -0.056 -1.118  C4 1.087
13 H 0.739 -1.290 -0.630  C4 1.094
14 H 2.254 0.474 -0.050  C5 1.087
15 H 0.949 1.204 0.873  C5 1.092
16 H 1.677 2.770 -0.839  C6 1.092
17 H 0.036 2.280 -1.140  C6 1.100
18 H 1.124 0.551 -2.672  N7 1.012
19 H 1.389 2.122 -3.168  N7 1.010
20 H -2.958 -1.301 2.045  O2 0.974
21 H 0.285 -0.169 2.630  N8 1.012
22 H 0.878 -1.561 1.958  N8 1.010

## Properties
SMILES ... NCCC[C@H](N)CO
Orbital gap ... 10.16 eV
E_LUMO ... 1.00 eV


(b)
Entry from the OMol25 dataset: a 2-piece molecular cluster, C5H14N2O overall (ωB97M-V/def2-TZVPD).

Each atom is followed by the atoms it is bonded to, with distances in Å.
CARTESIAN COORDINATES (ANGSTROEM)
1 C 1.235 -0.262 1.259  C2 1.519, H8 1.089, H9 1.094, H10 1.094
2 C 0.398 0.640 0.368  C1 1.519, C3 1.586, N7 1.467, H11 1.121
3 C -0.692 0.074 -0.636  C2 1.586, C4 1.539, H12 1.091, H13 1.072
4 C -2.097 -0.318 -0.146  C3 1.539, N6 1.439, H14 1.076, H15 1.150
5 C -1.706 -1.182 2.116  N6 1.261, H16 1.071, H17 1.048
6 N -2.175 -0.352 1.291  C4 1.439, C5 1.261
7 N 1.271 1.475 -0.464  C2 1.467, H18 0.969, H19 1.007
8 H 1.007 -1.320 1.150  C1 1.089
9 H 1.177 0.037 2.310  C1 1.094
10 H 2.313 -0.102 1.155  C1 1.094
11 H -0.217 1.275 1.057  C2 1.121
12 H -0.739 0.976 -1.247  C3 1.091
13 H -0.196 -0.761 -1.090  C3 1.072
14 H -2.852 0.440 -0.264  C4 1.076
15 H -2.488 -1.169 -0.812  C4 1.150
16 H -1.326 -2.168 1.936  C5 1.071
17 H -2.015 -0.940 3.088  C5 1.048
18 H 2.099 1.141 -0.843  N7 0.969
19 H 1.655 2.361 -0.180  N7 1.007
20 H 1.411 0.749 -3.324  O22 0.966
21 H 2.401 -0.414 -3.173  O22 0.972
22 O 1.536 -0.181 -3.552  H20 0.966, H21 0.972

## Properties
SMILES ... C=NCC[C@@H](C)N.O
Orbital gap ... 9.77 eV
E_LUMO ... 0.81 eV


(c)
Entry from the OMol25 dataset: a single C5H14N2O molecule (ωB97M-V/def2-TZVPD).

Each atom is followed by the atoms it is bonded to, with distances in Å.
CARTESIAN COORDINATES (ANGSTROEM)
1 C -1.970 -0.428 -0.267  C2 1.624, H9 1.160, H10 1.167, H11 1.029
2 C -0.605 0.428 -0.066  C1 1.624, C3 1.502, N6 1.548, H12 1.091
3 C -0.140 0.402 1.362  C2 1.502, C4 1.546, O5 1.489, H13 1.148
4 C -0.277 -0.982 2.037  C3 1.546, H14 1.087, H15 1.123, H16 1.039
5 O -0.997 1.331 2.148  C3 1.489, H17 0.968
6 N 0.535 -0.126 -0.955  C2 1.548, C7 1.443, H18 0.933
7 C 1.573 0.683 -1.547  N6 1.443, N8 1.438, H19 1.208, H20 1.189
8 N 2.053 0.184 -2.808  C7 1.438, H21 0.985, H22 1.006
9 H -2.621 -0.478 0.693  C1 1.160
10 H -1.695 -1.504 -0.625  C1 1.167
11 H -2.511 0.117 -0.951  C1 1.029
12 H -0.861 1.452 -0.342  C2 1.091
13 H 0.844 0.981 1.478  C3 1.148
14 H 0.429 -1.695 1.620  C4 1.087
15 H -0.102 -0.890 3.143  C4 1.123
16 H -1.218 -1.422 2.031  C4 1.039
17 H -0.766 1.095 3.058  O5 0.968
18 H 0.458 -1.029 -1.173  N6 0.933
19 H 1.272 1.815 -1.842  C7 1.208
20 H 2.525 0.844 -0.852  C7 1.189
21 H 2.675 -0.568 -2.678  N8 0.985
22 H 1.401 -0.210 -3.464  N8 1.006

## Properties
SMILES ... C[C@H](O)[C@H](C)NCN
Orbital gap ... 9.37 eV
E_LUMO ... 0.95 eV


We find (a) to be the most stable, with the next structure 1.602 eV higher.